1.
The following is a DFT calculation (ωB97M-V/def2-TZVPD) of a molecular structure, C37H44Cl2NO3SeV at a distorted geometry.

Atoms and positions in Å:
V -0.12660 -0.14952 -0.33929
C 2.13808 -6.57600 2.66541
C 2.38211 -6.45846 1.16183
C 1.57043 -7.54531 0.44329
C 3.87810 -6.66146 0.88530
C 1.95798 -5.09103 0.62535
C 1.41712 -4.09741 1.44745
C 1.06561 -2.89910 0.86918
Se 0.22748 -1.48787 1.85825
C -1.58620 -2.10686 1.77171
C -2.08292 -3.05437 2.62668
C -3.40330 -3.49731 2.43719
C -4.13439 -2.95171 1.39444
C -3.66637 -1.96851 0.49930
C -2.36963 -1.57238 0.75267
O -1.73213 -0.57334 -0.00992
C -4.61294 -1.47126 -0.59985
C -4.01172 -0.40739 -1.52036
C -5.85723 -0.86875 0.07084
C -5.01468 -2.67466 -1.46634
C -3.97760 -4.55495 3.37804
C -3.11074 -5.81925 3.28131
C -3.94623 -4.01038 4.81310
C -5.41731 -4.91966 3.02285
C 1.26009 -2.66548 -0.48345
O 0.89406 -1.37199 -0.91058
C 1.77692 -3.60493 -1.35792
C 2.11144 -4.81332 -0.72975
C 2.01707 -3.46638 -2.86669
C 1.20064 -4.55169 -3.58447
C 3.51536 -3.67099 -3.13833
C 1.61329 -2.11030 -3.44865
H 2.45249 -7.56181 3.00708
H 2.71085 -5.83970 3.23405
H 1.07979 -6.46960 2.91753
H 1.85959 -8.52837 0.81651
H 0.49953 -7.41977 0.61595
H 1.74353 -7.54122 -0.63376
H 4.19337 -7.63412 1.26450
H 4.10385 -6.63828 -0.18174
H 4.48115 -5.89592 1.37696
H 1.28043 -4.26450 2.50634
H -1.47741 -3.45341 3.42977
H -5.14827 -3.29150 1.24696
H -3.72612 0.49738 -0.98286
H -3.15160 -0.77944 -2.07977
H -4.76820 -0.12399 -2.25258
H -5.59365 -0.01371 0.69602
H -6.55095 -0.52480 -0.69714
H -6.38745 -1.59154 0.69020
H -4.14449 -3.12071 -1.95237
H -5.51708 -3.45201 -0.89134
H -5.70392 -2.34682 -2.24545
H -2.07819 -5.63062 3.58282
H -3.50593 -6.59099 3.94278
H -3.10443 -6.21710 2.26460
H -2.93116 -3.78471 5.14513
H -4.54470 -3.10229 4.90447
H -4.35521 -4.75308 5.49895
H -5.50067 -5.34053 2.01857
H -5.77594 -5.67574 3.72104
H -6.08987 -4.06290 3.10057
H 2.53005 -5.58610 -1.35946
H 1.48134 -5.55742 -3.27269
H 0.13084 -4.42732 -3.40430
H 1.37097 -4.48322 -4.65959
H 3.86682 -4.65060 -2.81552
H 3.70300 -3.59313 -4.20983
H 4.11559 -2.91174 -2.63362
H 0.54423 -1.91581 -3.34666
H 2.17203 -1.28348 -3.00892
H 1.83403 -2.11840 -4.51632
Cl -0.33189 3.16572 -3.80056
C 0.25787 3.42550 -2.22435
C 0.74338 4.70184 -1.83175
C 1.21829 4.91386 -0.56725
Cl 1.79664 6.46749 -0.12490
C 1.24647 3.86669 0.40529
C 1.71131 3.96254 1.72977
C 1.66553 2.84805 2.52948
C 1.16478 1.64076 2.03320
N 0.71195 1.49731 0.79065
C 0.76377 2.62087 -0.00119
C 0.28637 2.43569 -1.29220
O -0.13762 1.13418 -1.47988
H 0.73087 5.50695 -2.55299
H 2.09670 4.90223 2.10295
H 2.01284 2.87968 3.55169
H 1.13896 0.77904 2.68064

Calculated values
E = -162782.02055 eV
HOMO-LUMO gap = 0.228 hartree
total charge = +2
F_max = 0.0201 hartree/bohr



2.
The following is a DFT calculation (ωB97M-V/def2-TZVPD) of a single C5H12O molecule.

Atoms and positions in Å:
C 2.05339 -0.29338 -0.40976
O 1.11952 -0.07120 0.61650
C -0.25249 0.05664 0.23284
C -0.43910 1.09825 -0.87497
C -0.81226 -1.30545 -0.19047
C -0.94718 0.52696 1.50628
H 2.32957 0.63762 -0.92822
H 1.70276 -1.01637 -1.16027
H 2.95521 -0.69782 0.05966
H 0.00690 0.77375 -1.82117
H -1.50742 1.26694 -1.05081
H 0.01306 2.05108 -0.57757
H -0.28114 -1.71920 -1.05455
H -0.72353 -2.01415 0.63911
H -1.86971 -1.22135 -0.46520
H -0.71955 -0.16009 2.32630
H -0.59536 1.52515 1.78553
H -2.03267 0.56262 1.36678

Calculated values
SMILES = COC(C)(C)C
energy relative to the best compared isomer or geometry (same formula, charge and spin) = 43.66 kJ/mol
E = -7426.85886 eV
HOMO-LUMO gap = 0.390 hartree
F_max = 0.0066 hartree/bohr



3.
The following is a DFT calculation (ωB97M-V/def2-TZVPD) of 5 unconnected molecules or ions with the total composition C12H36N2O7 at a distorted geometry.

Atoms and positions in Å:
C 1.42597 0.82554 -3.39311
C 2.02398 1.36290 -2.11215
C 1.06110 1.71231 -0.91556
O 1.66565 2.68050 -0.08675
C 2.11186 2.11974 1.13559
N 3.13551 0.53605 -1.60230
H 1.03019 -0.16449 -3.16661
H 2.20084 0.81806 -4.15967
H 0.50827 1.28129 -3.76490
H 2.53771 2.28970 -2.36751
H 0.83269 0.81668 -0.33783
H 0.05487 2.12694 -0.97626
H 2.97443 1.46431 1.01527
H 1.38284 1.48474 1.63899
H 2.44413 2.85727 1.86617
H 3.29540 1.08950 -0.77271
H 2.83278 -0.37598 -1.29142
C -0.95848 -2.08632 0.87462
C -0.89897 -2.93091 -0.38147
C -0.76785 -2.10939 -1.74397
O -2.04388 -1.48175 -1.91611
C -1.97158 -0.37703 -2.85461
N 0.36786 -3.67736 -0.30880
H -1.91695 -1.59179 1.03236
H -0.29874 -1.22246 0.95575
H -0.85203 -2.77378 1.71376
H -1.81204 -3.52544 -0.41208
H -0.50248 -2.77347 -2.56658
H 0.00628 -1.35430 -1.60738
H -1.31049 0.40692 -2.48518
H -2.98886 -0.02142 -3.01826
H -1.62902 -0.64476 -3.85415
H 1.12152 -3.01986 -0.16812
H 0.47912 -4.27788 -1.11321
O -1.16686 1.05509 2.00764
H -0.25570 0.76217 2.02237
H -1.32429 1.39395 2.88890
C -4.26013 1.72052 -0.23098
C -4.23950 2.71530 -1.42788
O -4.45610 2.05329 -2.72542
O -3.52304 2.14327 0.94547
H -3.92652 0.82739 -0.75930
H -5.23464 1.34711 0.08366
H -3.37378 3.37034 -1.52559
H -5.06660 3.38057 -1.18007
H -5.34280 1.70136 -2.83270
H -2.62338 1.85296 0.77835
C 2.49693 -1.52730 3.12812
C 3.28336 -1.90857 4.33214
O 3.71092 -0.77400 5.03601
O 1.41697 -0.64265 3.49019
H 2.15184 -2.44066 2.64356
H 3.10579 -0.96075 2.42356
H 4.11044 -2.58633 4.12075
H 2.53474 -2.32306 5.00731
H 4.60784 -0.55094 4.77642
H 1.83283 -0.07311 4.14156

Calculated values
SMILES = COC[C@H](C)N.COC[C@H](C)N.OCCO.OCCO.O
energy relative to the best compared isomer or geometry (same formula, charge and spin) = 134.94 kJ/mol
E = -30336.63411 eV
HOMO-LUMO gap = 0.348 hartree
F_max = 0.0602 hartree/bohr



4.
The following is a DFT calculation (ωB97M-V/def2-TZVPD) of a gas-phase ion, C2H6N3O2 (charge -1) at a distorted geometry.

Atoms and positions in Å:
C -0.93546 -1.03023 0.63623
C -0.24639 0.15505 -0.16843
N 0.96633 0.53080 0.30831
N -1.14314 1.31116 -0.39441
N 2.02940 -0.02245 -0.03831
O 2.03716 -0.92393 -0.89498
O 3.07408 0.40102 0.49113
H -1.02321 -1.82518 -0.08556
H -1.96487 -0.70921 0.77800
H -0.55536 -1.31727 1.64784
H -0.18823 -0.23825 -1.37721
H -0.81969 1.71834 -1.25066
H -1.23061 1.95015 0.34805

Calculated values
SMILES = C[C@@H](N)N=[N+]([O-])[O-]
energy relative to the best compared isomer or geometry (same formula, charge and spin) = 535.17 kJ/mol
E = -10733.70364 eV
HOMO-LUMO gap = 0.304 hartree
total charge = -1
F_max = 0.0904 hartree/bohr



5.
The following is a DFT calculation (ωB97M-V/def2-TZVPD) of a molecular structure, C3H4O3S at a distorted geometry.

Atoms and positions in Å:
C -1.09942 0.39475 0.46157
C -0.55771 -0.99012 0.31461
C -0.20620 0.58945 -0.73258
O 1.91893 1.09410 0.82565
O 2.26015 -0.35411 -1.12896
O 0.73728 -1.16143 0.72089
S 1.40923 0.15111 -0.10697
H -2.15702 0.50819 0.25449
H -0.78290 0.93251 1.35219
H -1.04362 -1.80488 -0.19738
H -0.47872 0.64041 -1.76352

Calculated values
energy relative to the best compared isomer or geometry (same formula, charge and spin) = 424.83 kJ/mol
E = -20149.97115 eV
HOMO-LUMO gap = 0.349 hartree
F_max = 0.0727 hartree/bohr



6.
The following is a DFT calculation (ωB97M-V/def2-TZVPD) of a molecular structure, C49H59N9O5RbS.

Atoms and positions in Å:
Rb -0.16915 -0.39749 -1.00244
C 0.36138 -6.27105 4.00348
C 0.59737 -4.99798 3.23295
C 1.22491 -3.92057 3.78088
C 1.45308 -2.73136 3.03911
C 2.06017 -1.63153 3.64727
N 2.27454 -0.50053 3.03113
C 2.86355 0.67447 3.62480
C 4.12218 1.13411 2.85664
C 3.99195 2.55744 2.30620
N 2.89759 2.66769 1.35383
C 2.80974 2.03476 0.18165
C 3.75924 1.51449 -0.68394
C 5.17647 1.68052 -0.67582
C 5.97086 1.06984 -1.59904
C 7.45041 1.33632 -1.67951
C 5.38108 0.14242 -2.50834
C 4.03934 -0.09822 -2.55253
C 3.49984 -1.20521 -3.34748
N 2.45346 -1.81391 -2.99042
C 2.00953 -2.99157 -3.68362
C 2.25005 -4.23456 -2.81625
C 1.76298 -4.05348 -1.38026
N 0.33229 -3.80496 -1.35091
C -0.25761 -3.68463 -0.23864
C 0.32749 -3.77411 1.13069
C 0.13548 -4.89074 1.89393
C 1.04435 -2.63780 1.65580
O 1.29620 -1.62698 0.95136
C 3.14109 0.71340 -1.74316
O 1.92614 0.74493 -1.93167
H 0.85113 -6.23375 4.97565
H 0.75101 -7.12906 3.45176
H -0.70645 -6.43861 4.16226
H 1.56270 -3.94868 4.81316
H 2.35309 -1.69438 4.69264
H 1.92706 -0.50155 2.05629
H 3.11039 0.45154 4.66305
H 2.11104 1.46689 3.64007
H 4.28997 0.45952 2.01441
H 4.99885 1.08544 3.50440
H 4.92832 2.85343 1.84001
H 3.79177 3.25780 3.11801
H 1.98711 2.78350 1.78576
H 1.77891 1.90878 -0.14897
H 5.63431 2.35692 0.03463
H 7.77634 1.99587 -0.87630
H 7.69170 1.81188 -2.63301
H 8.02503 0.40953 -1.61694
H 6.03643 -0.43046 -3.15914
H 4.09688 -1.52585 -4.21785
H 2.50630 -3.12453 -4.65750
H 0.93315 -2.89360 -3.84141
H 3.32112 -4.45667 -2.79634
H 1.73784 -5.08334 -3.27554
H 2.28900 -3.20605 -0.93067
H 2.00754 -4.94934 -0.79743
H -1.32971 -3.48869 -0.27940
H -0.39669 -5.73730 1.46892
C -3.28192 -0.09759 -2.64905
C -3.61464 -1.51732 -3.14220
N -2.78161 -2.54325 -2.52046
C -3.47853 -3.67470 -1.94471
C -4.22504 -3.32007 -0.63499
N -3.44391 -2.49183 0.27183
C -4.07390 -1.25621 0.72379
C -4.30008 -0.26241 -0.42258
N -3.09241 -0.06554 -1.20899
H -4.06858 0.58939 -2.99442
H -2.34431 0.22284 -3.10895
H -3.51789 -1.51918 -4.23441
H -4.66156 -1.74359 -2.92111
H -2.03760 -2.85310 -3.12701
H -2.73496 -4.44734 -1.73443
H -4.22727 -4.11208 -2.62933
H -4.52475 -4.26014 -0.15629
H -5.14451 -2.79197 -0.89905
H -3.12455 -3.01869 1.07179
H -3.39799 -0.79969 1.45125
H -5.04246 -1.43346 1.22245
H -4.67187 0.67362 0.00598
H -5.09347 -0.64389 -1.06987
H -2.66334 0.81735 -0.95122
N 0.69238 1.50337 -4.54003
C -0.43488 2.27582 -4.24015
C -1.59828 2.15025 -5.00092
C -2.66002 3.00884 -4.80890
C -2.58351 4.01792 -3.86611
C -1.45192 4.13312 -3.06886
C -0.37849 3.26399 -3.25475
S -4.02967 5.07192 -3.72847
O -5.01222 4.20646 -3.08080
O -3.60906 6.21224 -2.91707
O -4.36297 5.42475 -5.10127
H 1.31413 1.34104 -3.75734
H 0.50192 0.65898 -5.05488
H -1.64337 1.38165 -5.76721
H -3.55062 2.94269 -5.42143
H -1.40436 4.93430 -2.34197
H 0.52938 3.36382 -2.66937
N -0.65984 1.52370 0.96581
C -1.22683 2.07128 1.94458
C -0.64758 1.76232 3.31796
C -0.58835 0.44794 3.77686
C 0.03567 0.14437 4.97855
C 0.62191 1.15137 5.73786
C 0.57852 2.46374 5.28521
C -0.05202 2.76738 4.08392
C -2.39261 3.02347 1.97063
C -3.03874 3.34105 3.16653
C -4.10350 4.23070 3.17631
C -4.54063 4.80384 1.99483
C -3.91973 4.47883 0.79453
C -2.84999 3.59768 0.79027
H -1.04101 -0.33277 3.17639
H 0.06568 -0.88252 5.32843
H 1.10775 0.91638 6.67824
H 1.02730 3.25505 5.87658
H -0.09635 3.79342 3.73304
H -2.71955 2.88334 4.09573
H -4.59594 4.47410 4.11214
H -5.37294 5.49748 2.00429
H -4.26891 4.90759 -0.13332
H -2.34378 3.33503 -0.13003

Calculated values
energy relative to the best compared isomer or geometry (same formula, charge and spin) = 192.62 kJ/mol
E = -86910.22890 eV
HOMO-LUMO gap = 0.183 hartree
total charge = -1
F_max = 0.0176 hartree/bohr



7.
The following is a DFT calculation (ωB97M-V/def2-TZVPD) of a single C4HBrO2 molecule at a distorted geometry.

Atoms and positions in Å:
C -0.11960 0.56424 -0.05864
C -0.52102 0.91433 1.55501
C -1.17575 0.62143 -0.77292
C -0.48333 2.21169 1.39413
O -2.22773 0.83094 -1.25007
O -0.18553 3.30765 1.16342
Br -1.29990 -0.22171 2.72616
H 0.86862 0.53101 -0.21230

Calculated values
energy relative to the best compared isomer or geometry (same formula, charge and spin) = 84.82 kJ/mol
E = -78298.14144 eV
HOMO-LUMO gap = 0.326 hartree
F_max = 0.0999 hartree/bohr



8.
The following is a DFT calculation (ωB97M-V/def2-TZVPD) of 3 unconnected molecules or ions with the total composition C25H42ClINO4S at a distorted geometry.

Atoms and positions in Å:
C 4.86824 1.61734 1.88409
C 4.44658 1.11390 0.87215
C 3.78183 0.46057 -0.35999
C 2.26885 0.54888 -0.08931
N 1.69484 1.73813 -0.39027
C 0.38187 2.01561 -0.21656
C -0.47716 1.04444 0.32438
I -2.51551 1.60033 0.56039
C 0.07909 -0.23944 0.67094
C -0.83679 -1.31768 1.29565
O -0.52784 -1.69646 2.39370
O -1.95509 -1.81362 0.69589
C -3.10402 -1.81876 1.57887
C -4.37235 -2.41544 0.83564
C -4.96161 -1.30507 -0.10011
Cl -3.75199 -3.85426 -0.07652
C 1.48038 -0.51821 0.44433
S 2.27689 -2.12467 0.79020
C 3.58445 -1.90955 2.02399
O 1.36629 -3.17266 1.16298
O 2.92501 -2.51068 -0.45631
H 4.98341 2.03636 2.88374
H 4.16529 -0.57239 -0.43654
H 4.06762 1.09584 -1.22468
H 2.28603 2.47745 -0.77472
H 0.04203 3.03223 -0.48534
H -3.32603 -0.80303 1.97860
H -2.94633 -2.48293 2.46026
H -5.06096 -2.70331 1.65924
H -4.46688 -1.38584 -1.08710
H -4.74954 -0.32861 0.38311
H -6.05999 -1.46533 -0.18379
H 3.89107 -2.94016 2.31160
H 4.42574 -1.32826 1.60382
H 3.15684 -1.40311 2.92083
C -10.51726 1.34071 0.12545
C -10.00810 0.79265 1.45393
C -9.47097 1.87894 2.38630
C -8.26015 2.64795 1.85200
C -7.05174 1.78026 1.50205
C -6.47652 1.04006 2.70527
H -9.72390 1.83036 -0.44244
H -10.91001 0.53076 -0.49224
H -11.32181 2.06137 0.28550
H -9.24271 0.03199 1.26982
H -10.83140 0.27998 1.95863
H -9.22014 1.42494 3.34960
H -10.27090 2.59626 2.59462
H -7.96181 3.38776 2.60216
H -8.55089 3.21996 0.96631
H -6.27053 2.42764 1.08562
H -7.30771 1.06341 0.71654
H -6.16496 1.74255 3.48158
H -5.60237 0.45437 2.40666
H -7.20103 0.34911 3.13926
C 7.88757 -0.54747 -5.35140
C 8.73640 0.17805 -4.31308
C 9.35905 -0.76314 -3.28161
C 8.35496 -1.53182 -2.41928
C 7.38130 -0.65576 -1.63203
C 8.05664 0.25028 -0.61724
H 7.04046 -1.06303 -4.89470
H 7.48615 0.16400 -6.07603
H 8.48423 -1.28135 -5.89673
H 8.13528 0.94693 -3.81735
H 9.54205 0.70737 -4.82899
H 10.02900 -0.18670 -2.63699
H 9.99491 -1.48777 -3.79969
H 8.91199 -2.16219 -1.71873
H 7.78118 -2.21817 -3.04866
H 6.68325 -1.30917 -1.09454
H 6.77649 -0.04896 -2.31436
H 8.62276 -0.33354 0.11173
H 7.30193 0.83067 -0.08077
H 8.73903 0.95913 -1.08930

Calculated values
E = -67734.15431 eV
HOMO-LUMO gap = 0.278 hartree
total charge = +1
F_max = 0.0833 hartree/bohr



9.
The following is a DFT calculation (ωB97M-V/def2-TZVPD) of 2 unconnected molecules or ions with the total composition C9H18FP at a distorted geometry.

Atoms and positions in Å:
C -0.88775 -0.56435 0.84347
C 0.19471 0.11800 1.51512
C -3.03388 -0.44961 -1.70552
C 2.38913 1.38089 -1.70457
C 2.59351 0.18752 2.37044
C -2.02909 0.43102 0.53859
C -3.22923 -0.22810 -0.14968
C 2.22006 0.00904 -1.22954
C 1.38497 -0.40559 1.68921
F 1.54293 -1.73382 1.39838
P 0.98170 -0.84421 -1.91471
H -1.29179 -1.42560 1.47000
H -0.10152 1.06013 1.84836
H -2.36510 0.27989 -2.21872
H -2.41047 -1.33303 -1.83556
H -4.06094 -0.78077 -2.09642
H 1.62906 1.73480 -2.38850
H 2.61092 2.09846 -0.93385
H 3.21831 1.47007 -2.42204
H 3.30971 0.56257 1.54195
H 2.28065 1.03156 2.96173
H 3.19113 -0.57075 2.80081
H -1.89955 1.22703 -0.14214
H -2.42334 0.93511 1.48828
H -3.99152 0.50674 -0.05108
H -3.53784 -1.13717 0.30264
H 3.10161 -0.45845 -0.67934
H -0.71141 -1.06224 -0.08464
H 1.32502 -2.03914 -1.21266

Calculated values
⟨S²⟩ = 2.006
E = -21625.14031 eV
HOMO-LUMO gap (spin up / spin down) = 0.255 / 0.256 hartree
multiplicity = 3
F_max = 0.1333 hartree/bohr